Here is 5 unconnected molecules or ions with the total composition C25H50BN5O11 from the Open Molecules 2025 dataset. Energies are from ωB97M-V/def2-TZVPD.

SMILES = CCCCO[C@H]1OC(=O)O[C@@]1(B(O)CC)N(C(C)=O)C(C)=O.CN(C)C=O.CN(C)C=O.CN(C)C=O.CN(C)C=O
Spin multiplicity = 1
DFT total energy = -2108.5652 a.u.
HOMO = -8.812 eV

Each line ends with the Mulliken charge.
Geometry (Å):
C -1.73441 -3.52110 -0.34496  -0.692
C -0.37288 -4.46074 -0.10715  -0.509
C 0.93766 -3.84939 -0.88316  0.094
C 1.95109 -2.97679 0.11940  -0.187
O 2.46978 -1.86949 -0.70753  -0.433
C 3.26390 -0.91496 0.08141  -0.155
O 4.01708 -0.20456 -1.00519  -0.411
C 4.67101 0.91560 -0.30363  0.508
O 5.88605 1.38819 -0.59344  -0.576
O 3.71008 1.29468 0.76484  -0.511
C 2.53419 0.36341 0.81126  0.845
B 2.31512 0.07641 2.40917  0.388
O 3.20002 -0.97496 3.02427  -0.596
C 1.27471 0.83348 3.42934  0.144
C 1.83122 1.03161 4.96601  -1.065
N 1.48300 1.05552 -0.01592  0.528
C 1.61993 2.55876 -0.03513  0.276
C 1.97033 3.23408 -1.52494  -1.143
O 1.52128 3.39025 1.00454  -0.441
C 0.07835 0.58201 0.26452  0.263
C -1.10947 1.41700 1.03013  -0.632
O -0.26874 -0.65135 -0.19722  -0.462
H -1.67541 -2.90333 -1.35466  0.113
H -2.68618 -4.22561 -0.44916  0.340
H -1.89930 -2.79306 0.58397  0.154
H -0.64483 -5.51680 -0.54858  0.330
H -0.18264 -4.63792 1.05429  0.259
H 1.51760 -4.63726 -1.53571  -0.081
H 0.51772 -3.04118 -1.65438  0.200
H 2.79194 -3.65686 0.58847  0.296
H 1.23549 -2.48960 0.92465  0.084
H 4.11763 -1.49911 0.63012  0.228
H 2.71232 -1.84876 3.08220  0.335
H 0.31800 0.12341 3.51316  0.225
H 0.92519 1.88413 3.05083  -0.056
H 0.97085 0.88614 5.76379  0.311
H 2.69640 0.30311 5.26987  0.241
H 2.20106 2.16222 5.03922  0.283
H 1.14875 4.01249 -1.85550  0.338
H 3.06919 3.67045 -1.54624  0.312
H 1.96259 2.37791 -2.35709  0.298
H -1.84214 1.85824 0.21114  0.327
H -0.74242 2.29612 1.70897  0.048
H -1.76943 0.66103 1.67432  0.283
C -0.92949 7.87836 1.08286  -0.916
N -1.53938 6.64826 1.54254  0.216
C -0.68825 5.51631 1.84566  -1.003
C -2.90310 6.52203 1.70009  0.052
O -3.48349 5.51454 2.08340  -0.614
H -0.38117 7.67705 0.15810  0.316
H -0.23769 8.23799 1.84997  0.331
H -1.68495 8.64572 0.89257  0.298
H -0.97600 4.67422 1.20906  0.276
H -0.83312 5.23239 2.89229  0.266
H 0.36208 5.76602 1.67376  0.455
H -3.45443 7.44113 1.44215  0.307
C 4.78392 -4.83095 -5.14781  -0.971
N 4.24759 -4.96436 -3.80954  0.173
C 4.94679 -4.33269 -2.70966  -0.810
C 3.09378 -5.67312 -3.55097  0.355
O 2.58624 -5.82563 -2.44736  -0.700
H 5.79199 -5.25488 -5.16856  0.349
H 4.82580 -3.76928 -5.40753  0.351
H 4.15917 -5.35446 -5.87679  0.288
H 5.23499 -5.09928 -1.98409  0.296
H 4.27382 -3.62117 -2.22194  0.170
H 5.83809 -3.81065 -3.06766  0.398
H 2.64404 -6.11133 -4.45704  -0.036
C -5.95146 5.55170 3.75287  -0.849
N -6.48778 5.41829 5.09114  0.144
C -5.78858 6.04996 6.19102  -0.936
C -7.64160 4.70953 5.34971  0.104
O -8.14914 4.55703 6.45332  -0.586
H -4.94338 5.12778 3.73211  0.366
H -5.90957 6.61338 3.49314  0.285
H -6.57620 5.02819 3.02389  0.265
H -5.50038 5.28337 6.91659  0.298
H -6.46156 6.76148 6.67874  0.307
H -4.89729 6.57201 5.83302  0.337
H -8.09133 4.27132 4.44364  0.260
C -0.29057 -6.44032 -6.30525  -0.547
N -1.22121 -5.68174 -5.49601  0.128
C -2.56342 -5.46226 -5.99394  -0.948
C -0.86912 -5.16298 -4.26824  0.524
O -1.60350 -4.51425 -3.53432  -0.629
H -0.16008 -5.93153 -7.26466  0.338
H -0.70091 -7.44042 -6.47195  0.338
H 0.68068 -6.52867 -5.81065  -0.039
H -2.74192 -4.38567 -6.07313  0.289
H -3.27998 -5.88698 -5.28458  0.287
H -2.69323 -5.93023 -6.97335  0.373
H 0.17260 -5.38858 -3.98687  -0.057

Atomic forces in eV per Å
-0.18 -0.20 0.31
-0.59 -0.22 -0.33
-0.20 1.10 -0.41
-1.94 -0.54 -0.39
1.18 0.81 2.67
0.11 -1.01 -3.04
1.66 2.49 2.97
3.10 -0.27 -1.73
-8.80 -2.78 2.35
1.90 -0.93 -1.80
2.25 -0.49 -0.72
0.56 -1.11 2.46
-2.68 0.76 -1.70
-0.59 -0.01 0.55
-0.02 0.67 0.37
-1.97 0.61 1.51
0.42 5.10 2.97
-0.13 -1.53 -0.52
0.31 -5.54 -5.92
-2.37 -5.79 -2.08
-0.32 0.15 -0.26
2.56 7.64 3.15
0.05 -1.33 2.30
2.04 1.49 0.36
0.34 -1.48 -2.18
0.78 2.05 0.79
-0.33 0.51 -2.43
-1.25 1.70 1.92
0.94 -1.65 1.74
-1.47 1.52 -0.88
1.52 -1.10 -1.23
-2.08 1.33 -0.11
0.84 1.47 0.00
1.83 1.43 -0.40
0.56 -2.14 0.55
1.70 0.37 -1.77
-1.64 1.44 -0.83
-0.64 -2.58 0.04
1.82 -1.41 1.07
-2.45 -0.68 0.42
-0.05 1.75 2.00
1.64 -0.92 1.57
-0.54 -1.81 -1.47
1.76 1.50 -1.57
0.04 -0.19 0.07
-1.60 0.11 0.12
-0.18 -0.17 0.08
0.88 -0.31 0.01
0.74 0.53 -0.36
0.04 0.22 0.05
0.02 0.15 -0.18
0.07 -0.18 0.05
0.19 0.00 0.15
0.13 -0.13 -0.11
-0.26 -0.03 -0.01
0.11 0.04 -0.03
0.03 0.07 0.19
-1.40 -0.92 0.01
-0.20 -0.03 0.34
0.89 0.57 0.21
0.77 -0.18 -0.89
-0.04 0.08 -0.21
0.08 -0.12 -0.17
0.05 0.06 0.18
0.05 0.19 0.03
0.19 0.01 0.07
-0.21 -0.13 -0.03
0.11 0.06 -0.07
0.21 -0.11 0.31
-1.37 -0.78 0.08
-0.25 -0.14 0.19
0.62 0.50 0.43
0.53 0.23 -0.65
-0.23 0.18 -0.25
0.11 -0.09 -0.20
0.07 0.06 0.18
0.04 0.22 0.06
0.20 -0.04 0.11
-0.19 -0.15 -0.05
0.11 0.06 -0.06
-0.28 0.11 0.03
0.56 0.38 1.09
-0.10 0.17 0.26
-0.59 0.08 -0.26
0.38 -0.57 -0.84
0.14 -0.19 -0.04
0.22 -0.01 -0.12
-0.21 0.05 0.00
-0.17 -0.15 -0.04
-0.08 0.12 -0.18
0.12 0.05 0.19
0.00 -0.06 -0.05

=====

Here is a molecular structure, C25H50BrCl3GeN5OSi2Sn from the Open Molecules 2025 dataset. Energies are from ωB97M-V/def2-TZVPD.

Energy above the lowest of the compared OMol25 structures with the same formula, charge and spin = 62.6 kJ/mol
Spin multiplicity = 2
Total charge = +2
DFT total energy = -8156.1051 a.u.
HOMO (spin up / spin down) = -13.042 / -13.053 eV

Each line ends with the Mulliken spin population.
Geometry (Å):
Sn -0.02839 0.00625 0.13285  -0.027
C -1.11680 -2.73569 4.21422  0.000
N -2.00204 -2.90692 3.06708  0.000
C -3.22179 -3.68695 3.26251  0.000
C -1.75039 -2.24359 1.93191  0.002
N -0.79066 -1.37082 1.80332  -0.006
N -2.57244 -2.55885 0.86981  0.000
C -2.61217 -2.02669 -0.39165  0.001
N -3.52932 -2.58287 -1.20269  0.000
N -1.84283 -1.05593 -0.77490  0.012
H -1.29235 -3.54354 4.91717  0.000
H -1.29841 -1.78524 4.72344  0.000
H -0.07122 -2.79341 3.90909  0.000
H -3.29958 -3.95744 4.30984  0.000
H -3.21039 -4.61830 2.68912  0.000
H -4.11037 -3.10416 3.01258  0.000
H -0.29413 -1.21901 2.67123  0.001
H -3.22801 -3.30292 1.04291  0.000
H -4.16543 -3.29840 -0.89607  0.000
H -3.63511 -2.25766 -2.14768  0.000
H -2.02037 -0.80138 -1.73977  0.001
C 5.37343 -2.02026 -5.83453  0.007
C 4.37623 -0.88071 -5.61808  0.055
C 5.15703 0.41701 -5.32057  0.035
C 3.55410 -0.69525 -6.90719  0.031
C 3.44863 -1.12940 -4.45476  0.012
C 2.38895 -0.22585 -4.20524  0.117
C 1.59589 -0.40694 -3.12216  0.102
Br 0.19845 0.84913 -2.79089  0.001
C 1.76147 -1.46935 -2.16952  0.153
O 1.02711 -1.52848 -1.13328  0.237
C 2.78487 -2.44805 -2.48357  0.096
C 3.58243 -2.21833 -3.58865  0.000
C 2.97198 -3.77998 -1.75166  0.035
C 2.23541 -3.90260 -0.41382  -0.009
C 4.46997 -4.02619 -1.48557  0.014
C 2.42642 -4.86954 -2.69855  0.027
H 6.02645 -1.77285 -6.66917  0.000
H 4.85758 -2.94933 -6.08046  -0.001
H 6.00542 -2.17586 -4.95973  0.000
H 5.79241 0.65892 -6.17133  0.003
H 5.78833 0.28860 -4.44071  0.000
H 4.48612 1.25892 -5.14634  -0.003
H 4.23184 -0.62466 -7.75603  0.001
H 2.95222 0.21278 -6.88727  -0.001
H 2.89368 -1.54812 -7.06800  0.000
H 2.20962 0.60977 -4.86615  0.002
H 4.35534 -2.93889 -3.80279  -0.001
H 2.59986 -3.16129 0.29680  0.004
H 2.41149 -4.89674 -0.00436  -0.001
H 1.16481 -3.76784 -0.53803  0.002
H 4.92596 -3.15290 -1.02116  -0.001
H 5.02039 -4.26234 -2.39449  0.000
H 4.58409 -4.87428 -0.81219  0.000
H 1.35663 -4.72742 -2.86106  -0.004
H 2.58584 -5.85114 -2.25418  0.002
H 2.92542 -4.84494 -3.66629  0.002
Cl -3.91748 0.80281 1.51659  -0.016
Ge -2.13333 1.90466 0.99357  -0.068
Cl -1.35668 2.68501 2.84926  -0.015
Cl -2.74610 3.54168 -0.23813  -0.017
C 0.99991 3.73081 -0.12607  0.001
Si 2.58031 2.74468 0.16837  -0.001
C 3.47875 2.29078 -1.42741  0.014
C 3.75442 3.71512 1.30532  0.014
C 2.18051 1.22850 1.24125  0.157
Si 3.43029 -0.07118 1.85177  -0.015
C 4.50698 0.75519 3.17369  0.010
C 2.43290 -1.45128 2.68176  0.004
C 4.47530 -0.70091 0.41695  0.007
H 1.22984 4.70557 -0.55704  0.000
H 0.46341 3.90642 0.80763  0.000
H 0.32051 3.22866 -0.81900  0.000
H 3.61134 3.17626 -2.05075  0.000
H 2.93231 1.55718 -2.02108  -0.007
H 4.46719 1.87785 -1.22937  0.000
H 3.90292 4.71025 0.88383  0.002
H 4.72589 3.22848 1.37017  -0.001
H 3.35151 3.83023 2.31033  0.000
H 1.49335 1.50716 2.04917  0.010
H 3.91740 1.33538 3.88280  0.000
H 5.25494 1.41250 2.73376  0.000
H 5.03465 -0.01966 3.73236  0.002
H 1.89715 -1.06704 3.55268  0.000
H 3.08294 -2.25550 3.02694  -0.001
H 1.71107 -1.88091 1.98434  0.000
H 5.20435 0.04455 0.09976  0.000
H 3.86346 -0.95710 -0.44982  0.019
H 5.03421 -1.59192 0.70680  0.000

Atomic forces in eV per Å
-0.55 0.64 1.40
0.14 0.13 0.08
0.02 -0.01 0.00
-0.20 -0.07 -0.12
0.00 0.09 0.08
0.60 0.54 -0.52
-0.16 -0.26 0.05
-0.04 0.23 -0.15
0.03 -0.08 0.09
0.69 0.05 -0.11
-0.02 0.00 -0.02
0.00 -0.01 -0.01
-0.02 -0.03 -0.02
0.02 0.03 0.00
0.03 0.00 0.01
0.01 0.01 0.01
-0.01 0.02 -0.01
0.02 0.01 0.00
-0.02 0.03 0.02
-0.02 0.03 0.00
0.03 0.08 0.01
-0.14 0.04 0.09
0.16 0.10 -0.21
-0.10 -0.09 0.11
-0.08 -0.06 0.14
0.11 -0.19 0.05
-0.33 0.22 0.17
-0.18 0.53 -0.23
0.09 -0.08 -0.11
-0.20 -0.02 0.13
0.05 0.00 0.01
0.14 -0.37 -0.02
0.00 0.00 0.12
0.01 -0.10 0.10
0.01 0.16 -0.12
-0.08 0.05 -0.10
0.00 0.14 0.05
0.00 0.02 -0.02
0.05 -0.07 0.01
0.04 -0.04 0.00
0.01 0.00 -0.02
0.04 0.05 0.01
0.02 0.05 -0.02
0.02 0.03 -0.02
-0.02 0.02 -0.02
-0.01 -0.01 -0.07
0.04 0.02 -0.03
-0.01 -0.01 -0.02
-0.02 -0.02 0.09
0.07 0.00 -0.01
-0.07 -0.06 0.08
0.06 -0.03 0.04
0.04 0.00 -0.01
-0.02 -0.03 0.00
-0.03 -0.07 -0.03
-0.02 -0.03 0.02
0.02 -0.03 -0.02
-0.02 -0.11 -0.02
1.00 -0.68 -0.45
0.01 0.01 0.06
-0.02 -0.04 0.01
0.31 -0.32 -0.06
0.16 0.43 0.24
-0.25 -0.04 0.21
-0.35 -0.28 -0.41
-1.02 -0.82 -0.62
0.03 -0.02 0.26
-0.26 -0.17 -0.42
0.20 0.16 -0.31
-0.21 0.03 0.23
0.04 0.03 -0.04
0.03 -0.01 0.05
-0.03 0.02 -0.01
-0.01 0.08 0.03
-0.01 0.01 0.02
0.05 0.01 0.07
0.02 0.06 -0.01
0.06 0.00 0.02
-0.02 0.01 0.05
0.01 0.11 0.04
-0.04 0.01 0.02
0.01 0.03 -0.01
0.01 -0.05 0.01
0.01 0.09 0.05
0.05 -0.04 0.02
0.05 -0.10 0.01
0.00 0.07 0.02
-0.03 0.00 -0.02
0.00 -0.02 0.07